No. 1
The molecule C4H5ClO. Source: OMol25; level of theory: ωB97M-V with the def2-TZVPD basis set.

Last column: Mulliken charge in e.
Atoms and positions in Å:
C 1.228966 -1.541475 -0.499192  -0.855
C 0.826275 -0.286829 -0.210815  -0.116
C -0.973619 1.355384 0.497323  -0.426
C -0.543396 -0.025152 0.281459  0.587
O -0.971963 1.753409 -0.742425  -0.452
Cl -1.740910 -1.174865 0.110274  -0.131
H 2.194572 -1.667839 -0.851819  0.279
H 0.561273 -2.327975 -0.356390  0.267
H 1.639378 0.386471 -0.347493  0.308
H -1.898044 1.453709 0.952649  0.333
H -0.322535 2.075159 1.166426  0.205

Atoms 1-3, force components in eV/Å:
C -1.3 2.0 0.6
C -0.8 -2.1 0.2
C 1.8 3.1 3.6

Computed properties:
**Lowest unoccupied orbital energy (spin up / spin down)**: -1.1 / -1.2 eV
**HOMO (spin up / spin down)**: -9.5 / -8.7 eV
**HOMO-LUMO gap (spin up / spin down)**: 8.38 / 7.50 eV

No. 2
A cluster of 2 separate species, C4H5ClO2P in total. Source: OMol25; level of theory: ωB97M-V with the def2-TZVPD basis set.

Last column: Mulliken charge in e.
Atoms and positions in Å:
C 1.082066 0.860710 -2.405916  -0.408
C -1.393533 -0.215736 1.299388  -0.853
C 0.787341 -0.427295 0.144459  0.050
C -0.540778 -0.787062 0.454382  0.338
O 3.542572 -0.517230 -0.617144  -0.637
O 1.715848 -0.037074 1.154024  -0.426
P 2.428330 -1.166879 0.074067  0.362
Cl -1.160319 -1.795133 -0.763019  -0.228
H 1.058334 1.668815 -1.659654  0.146
H 2.170226 0.916131 -2.715323  0.127
H -2.465438 -0.509398 1.081241  0.207
H -1.179841 0.519200 2.152837  0.265
H 2.954816 -2.108098 1.198112  0.057

Atoms 1-3, force components in eV/Å:
C 0.3 0.0 0.1
C -2.1 0.5 1.5
C 2.3 -0.2 -0.9

Computed properties:
**Lowest unoccupied orbital energy (spin up / spin down)**: 3.6 / 3.6 eV
**HOMO (spin up / spin down)**: -3.0 / -3.0 eV
**Charge**: -1
**HOMO-LUMO gap (spin up / spin down)**: 6.65 / 6.65 eV

No. 3
The molecule C4H5ClOS. Source: OMol25; level of theory: ωB97M-V with the def2-TZVPD basis set.

Last column: Mulliken charge in e.
Atoms and positions in Å:
C 0.305667 -1.224548 1.253738  -1.066
C 0.331538 -0.331070 -0.012530  0.015
C 0.398383 -0.583525 -1.287272  0.062
Cl 0.340028 0.664146 -2.458649  -0.126
S 0.810152 1.288492 0.337765  -0.108
C -0.884092 2.039461 -0.092668  0.193
O -0.865545 3.273453 -0.361632  -0.479
H 0.281829 -2.237819 1.046387  0.404
H -0.744537 -1.185704 1.645214  0.269
H 1.145725 -1.051645 1.948088  0.283
H 0.458868 -1.738968 -1.719792  0.267
H -1.578014 1.087727 -0.298649  0.284

Atoms 1-3, force components in eV/Å:
C -1.3 1.0 -0.9
C 1.6 -0.5 2.9
C -0.4 -4.7 -2.7

Computed properties:
**Lowest unoccupied orbital energy**: 0.4 eV
**HOMO**: -9.2 eV
**HOMO-LUMO gap**: 9.63 eV
**SMILES string**: C/C(=C/Cl)SC=O

No. 4
The molecule C4H5ClS. Source: OMol25; level of theory: ωB97M-V with the def2-TZVPD basis set.

Last column: Mulliken charge in e.
Atoms and positions in Å:
Cl -2.291754 -0.554066 -0.094493  -0.175
C -1.382154 0.979971 -0.159100  -0.394
C -0.121384 1.290412 0.168163  -0.275
C 0.896574 0.347485 0.702602  -0.048
C 1.001653 -1.093067 0.310984  -0.602
S 2.229035 -0.064686 -0.418196  -0.134
H -2.073701 1.793349 -0.397766  0.323
H 0.159455 2.318061 0.055479  0.334
H 1.237467 0.503370 1.761476  0.342
H 0.278462 -1.528341 -0.372748  0.354
H 1.325448 -1.781149 1.115190  0.275

Atoms 1-3, force components in eV/Å:
Cl 1.0 0.9 0.1
C -0.5 0.6 0.3
C -1.1 -1.8 0.3

Computed properties:
**Lowest unoccupied orbital energy**: 0.9 eV
**HOMO**: -8.9 eV
**HOMO-LUMO gap**: 9.74 eV
**SMILES string**: Cl/C=C\[C@H]1CS1

The following DFT total energy values (in eV) correspond, in order, to the records above: -18794.631, -30129.437, -29631.460, -27585.310.
The following energy relative to the best compared isomer or geometry (same formula, charge and spin) values (in kcal/mol) correspond, in order, to the records above: 82.3, 169.1, 51.8, 24.0.